#P
Formula: C4H7N3O
Source: the OMol25 dataset
Level of theory: wB97M-V/def2-TZVPD

The calculation puts the LUMO energy at 0.61 eV. For the HOMO-LUMO gap, the calculation gives 8.43 eV. As for the HOMO energy: -7.816 eV.

Cartesian coordinates (Å):
C1 0.255 -0.581 1.937
C2 -0.526 -1.167 1.003
C3 0.876 0.584 1.349
C4 -0.912 -0.744 -1.522
N1 -0.492 -0.436 -0.156
N2 0.364 0.614 0.055
N3 0.448 1.750 -0.716
O1 1.656 1.405 1.792
H1 0.417 -1.050 2.848
H2 -1.193 -1.938 1.009
H3 -1.445 -1.720 -1.765
H4 -1.407 0.134 -2.000
H5 0.110 -0.824 -2.094
H6 0.927 1.537 -1.587
H7 0.921 2.436 -0.152



#Q
Formula: C4H7N3O
Source: the OMol25 dataset
Level of theory: wB97M-V/def2-TZVPD

The calculation puts the LUMO energy at 0.02 eV. For the HOMO-LUMO gap, the calculation gives 9.19 eV. As for the HOMO energy: -9.173 eV.

Cartesian coordinates (Å):
C1 0.058 1.570 -0.248
C2 0.014 -0.990 0.099
C3 -0.929 0.516 -0.026
N1 0.233 -1.583 -1.115
C4 1.355 0.943 0.310
N2 -0.045 -1.683 1.172
N3 -2.128 0.471 0.314
O1 1.686 1.121 1.484
H1 0.119 -1.058 -1.971
H2 0.273 -2.597 -1.076
H3 -0.155 -1.055 1.977
H4 -2.492 -0.451 0.567
H5 2.043 0.559 -0.462
H6 -0.194 2.484 0.296
H7 0.162 1.753 -1.321



#Q is favored, and the nearest alternative lies 1.6 kcal/mol above it.



#P
Formula: C4H9NO2
Source: the OMol25 dataset
Level of theory: wB97M-V/def2-TZVPD

The calculation puts the LUMO energy at 0.60 eV. For the HOMO-LUMO gap, the calculation gives 10.60 eV. As for the HOMO energy: -10.003 eV.

Cartesian coordinates (Å):
C1 -1.917 0.898 0.723
C2 -1.923 -0.540 0.224
N1 -0.568 -1.031 -0.001
C3 0.288 -1.440 0.751
O1 1.196 -1.847 1.373
O2 1.445 0.382 -1.805
C4 2.598 0.428 -0.992
H1 -1.480 1.567 -0.024
H2 -2.940 1.226 0.935
H3 -1.333 0.983 1.646
H4 -2.426 -1.200 0.939
H5 -2.459 -0.615 -0.725
H6 0.759 -0.131 -1.361
H7 3.461 0.046 -1.552
H8 2.816 1.463 -0.698
H9 2.511 -0.168 -0.074



#Q
Formula: C4H9NO2
Source: the OMol25 dataset
Level of theory: wB97M-V/def2-TZVPD

The calculation puts the LUMO energy at 0.90 eV. For the HOMO-LUMO gap, the calculation gives 9.97 eV. As for the HOMO energy: -9.071 eV.

Cartesian coordinates (Å):
C1 -0.931 0.466 1.728
C2 -0.530 -0.146 2.824
N1 -0.349 1.620 1.157
H1 -1.773 0.073 1.173
H2 -1.007 -1.061 3.142
H3 0.336 0.140 3.411
H4 0.230 2.114 1.825
H5 0.546 0.559 -0.106
H6 -1.028 2.256 0.763
O1 -0.929 -0.880 -1.308
C3 0.223 -0.643 -1.575
O2 1.050 0.000 -0.739
C4 0.910 -1.039 -2.852
H7 1.596 -1.861 -2.627
H8 0.172 -1.387 -3.565
H9 1.483 -0.210 -3.250



#R
Formula: C4H9NO2
Source: the OMol25 dataset
Level of theory: wB97M-V/def2-TZVPD

The calculation puts the LUMO energy at 0.88 eV. For the HOMO-LUMO gap, the calculation gives 10.91 eV. As for the HOMO energy: -10.028 eV.

Cartesian coordinates (Å):
C1 1.804 -0.200 1.351
C2 1.213 0.902 0.411
C3 1.847 0.865 -0.948
C4 -0.305 0.885 0.392
H1 2.905 -0.106 1.491
H2 1.532 -1.213 1.038
H3 1.328 -0.017 2.322
H4 1.556 1.881 0.837
H5 1.400 1.620 -1.603
H6 2.899 1.081 -0.823
H7 1.734 -0.146 -1.385
H8 -0.727 1.697 -0.173
H9 -0.687 0.916 1.414
N1 -2.065 -0.585 -0.300
O1 -0.731 -0.432 -0.269
O2 -2.373 -1.609 -0.762



#S
Formula: C4H9NO2
Source: the OMol25 dataset
Level of theory: wB97M-V/def2-TZVPD

The calculation puts the LUMO energy at 0.84 eV. For the HOMO-LUMO gap, the calculation gives 10.45 eV. As for the HOMO energy: -9.604 eV.

Cartesian coordinates (Å):
C1 -1.771 -0.155 -0.346
O1 -2.011 -1.491 0.056
C2 -0.531 -0.134 -1.213
C3 0.709 -0.604 -0.443
C4 1.215 0.454 0.530
N1 1.886 1.508 -0.023
O2 1.021 0.393 1.725
H1 -2.612 0.257 -0.911
H2 -1.601 0.476 0.535
H3 -2.938 -1.569 0.310
H4 -0.678 -0.759 -2.102
H5 -0.355 0.885 -1.580
H6 0.489 -1.464 0.175
H7 1.538 -0.858 -1.098
H8 1.985 1.634 -1.015
H9 2.187 2.233 0.602



#S is favored, and the nearest alternative lies 8.1 kcal/mol above it.



#P
Formula: C4H9NO2
Source: the OMol25 dataset
Level of theory: wB97M-V/def2-TZVPD

The calculation puts the LUMO energy at 0.73 eV. For the HOMO-LUMO gap, the calculation gives 10.74 eV. As for the HOMO energy: -10.010 eV.

Cartesian coordinates (Å):
C1 1.131 0.860 -0.905
C2 0.545 0.193 0.338
C3 -0.655 0.971 0.888
O1 -1.168 0.406 2.073
N1 0.212 -1.215 0.080
C4 -0.673 -1.604 -0.874
O2 -1.487 -0.883 -1.417
H1 2.078 0.386 -1.184
H2 1.312 1.925 -0.721
H3 0.444 0.769 -1.751
H4 1.293 0.163 1.137
H5 -0.312 1.978 1.149
H6 -1.422 1.056 0.110
H7 -1.611 -0.416 1.825
H8 0.882 -1.908 0.379
H9 -0.568 -2.681 -1.127



#Q
Formula: C4H9NO2
Source: the OMol25 dataset
Level of theory: wB97M-V/def2-TZVPD

The calculation puts the LUMO energy at 0.29 eV. For the HOMO-LUMO gap, the calculation gives 8.97 eV. As for the HOMO energy: -8.677 eV.

Cartesian coordinates (Å):
C1 -1.479 -1.944 -0.940
C2 -1.254 -0.689 -1.453
N1 -0.503 0.005 -0.551
C3 -0.227 -0.785 0.538
C4 -0.890 -1.969 0.356
H1 -2.381 -2.477 -1.170
H2 -1.508 -0.226 -2.394
H3 -0.117 0.903 -0.774
H4 0.566 -0.536 1.221
H5 -1.058 -2.743 1.080
H6 -0.514 3.187 1.525
H7 -0.849 1.935 2.295
O1 -0.295 2.723 2.342
H8 2.682 0.564 -0.737
H9 3.442 1.791 -0.202
O2 3.517 1.037 -0.809



#R
Formula: C4H9NO2
Source: the OMol25 dataset
Level of theory: wB97M-V/def2-TZVPD

The calculation puts the LUMO energy at 0.28 eV. For the HOMO-LUMO gap, the calculation gives 9.91 eV. As for the HOMO energy: -9.629 eV.

Cartesian coordinates (Å):
C1 -2.547 -0.211 0.452
N1 -1.278 -0.339 -0.265
C2 -0.323 0.550 -0.121
C3 0.666 1.000 -1.175
O1 -0.241 1.619 -1.798
O2 1.871 0.919 -1.229
C4 2.306 -0.741 1.070
H1 -2.394 -0.338 1.527
H2 -3.235 -0.978 0.096
H3 -2.977 0.777 0.258
H4 -1.296 -0.851 -1.141
H5 1.253 -0.718 0.785
H6 -0.394 1.159 0.782
H7 2.642 0.275 1.286
H8 2.872 -1.111 0.214
H9 2.414 -1.386 1.944



#S
Formula: C4H9NO2
Source: the OMol25 dataset
Level of theory: wB97M-V/def2-TZVPD

The calculation puts the LUMO energy (spin up / spin down) at -0.84 / 0.18 eV. For the HOMO-LUMO gap (spin up / spin down), the calculation gives 7.69 / 9.22 eV. As for the HOMO energy (spin up / spin down): -8.531 / -9.038 eV.

Cartesian coordinates (Å):
C1 -0.291 -1.061 0.362
C2 -2.220 0.376 -0.633
C3 2.279 -0.963 -0.545
C4 -1.525 -0.170 0.620
N1 1.225 -0.129 0.135
O1 1.471 0.792 0.899
O2 -1.240 0.757 1.605
H1 -0.466 -1.536 -0.673
H2 -3.242 -0.038 -0.645
H3 -2.323 1.535 -0.721
H4 -1.689 0.016 -1.496
H5 2.340 -1.858 0.066
H6 1.893 -1.152 -1.548
H7 3.304 -0.443 -0.618
H8 -2.332 -0.866 1.024
H9 -0.270 0.863 1.759



#P is favored, and the nearest alternative lies 20.7 kcal/mol above it.



#P
Formula: C4H9NO2
Source: the OMol25 dataset
Level of theory: wB97M-V/def2-TZVPD

The calculation puts the LUMO energy at 0.71 eV. For the HOMO-LUMO gap, the calculation gives 10.70 eV. As for the HOMO energy: -9.990 eV.

Cartesian coordinates (Å):
C1 -1.156 1.137 -0.253
C2 -0.394 0.117 0.613
C3 -0.684 -1.307 0.170
O1 -0.005 -2.259 0.941
N1 1.077 0.313 0.667
C4 1.690 0.726 -0.525
O2 2.102 -0.548 -0.274
H1 -0.937 2.178 0.015
H2 -2.235 0.986 -0.119
H3 -0.948 1.011 -1.320
H4 -0.722 0.242 1.658
H5 -1.755 -1.489 0.282
H6 -0.421 -1.374 -0.897
H7 0.941 -2.112 0.788
H8 2.331 1.564 -0.300
H9 1.115 0.815 -1.445



#Q
Formula: C4H9NO2
Source: the OMol25 dataset
Level of theory: wB97M-V/def2-TZVPD

The calculation puts the LUMO energy at 0.80 eV. For the HOMO-LUMO gap, the calculation gives 10.57 eV. As for the HOMO energy: -9.766 eV.

Cartesian coordinates (Å):
O1 1.064 1.519 -0.856
C1 -0.077 1.181 -0.654
C2 -0.616 -0.224 -0.602
C3 -1.983 -0.338 -1.206
N1 -0.686 -0.528 0.862
C4 0.595 -0.475 1.553
O2 1.741 -0.834 0.787
H1 -0.833 1.965 -0.478
H2 0.097 -0.970 -0.969
H3 -2.004 -0.400 -2.291
H4 -2.481 -1.239 -0.834
H5 -2.641 0.444 -0.850
H6 -0.991 -1.493 0.936
H7 0.737 0.518 1.974
H8 0.596 -1.160 2.398
H9 1.874 -0.138 0.128



#Q is favored, and the nearest alternative lies 59.8 kcal/mol above it.